Record 1
{
  "formula": "C17H34MoO2P2",
  "method": "ωB97M-V/def2-TZVPD",
  "mol_weight_da": 428.3,
  "s2": 2.039,
  "fmax_ha_per_bohr": 0.0836,
  "spin_multiplicity": 3,
  "de_lowest_kcal_mol": 0.00,
  "e_lumo_ev": [-6.431, -6.444],
  "charge": 2,
  "symbols": ["P", "P", "C", "C", "H", "H", "H", "H", "C", "H", "H", "H", "C", "H", "H", "H", "C", "H", "H", "H", "C", "H", "H", "H", "Mo", "C", "C", "C", "C", "C", "C", "C", "C", "C", "H", "H", "H", "H", "H", "H", "H", "H", "H", "H", "H", "H", "H", "H", "H", "C", "O", "C", "O", "H", "H", "H"],
  "coordinates": [[-1.258, 2.165, -0.576], [2.683, 0.639, -0.459], [0.533, 2.561, -0.663], [1.454, 1.578, -1.417], [0.897, 2.741, 0.379], [0.578, 3.542, -1.165], [0.887, 0.839, -2.015], [2.070, 2.163, -2.121], [3.504, 1.537, 0.847], [3.873, 0.864, 1.636], [2.835, 2.278, 1.306], [4.355, 2.075, 0.402], [3.881, 0.088, -1.678], [4.863, 0.009, -1.202], [3.940, 0.808, -2.506], [3.581, -0.894, -2.064], [-1.658, 2.975, 1.011], [-2.721, 2.806, 1.223], [-1.477, 4.065, 0.948], [-1.068, 2.541, 1.847], [-2.071, 2.976, -1.946], [-1.468, 2.846, -2.856], [-2.188, 4.047, -1.741], [-3.061, 2.520, -2.092], [0.799, 4.337, 2.405], [2.688, 4.797, 1.819], [2.659, 4.204, 3.193], [2.591, 5.097, 4.399], [1.506, 6.208, 4.373], [0.280, 5.929, 3.539], [0.247, 6.275, 2.099], [1.413, 7.025, 1.499], [2.775, 6.291, 1.619], [-1.562, 0.410, -0.508], [3.220, 4.228, 1.049], [3.170, 3.243, 3.335], [3.577, 5.571, 4.555], [2.437, 4.475, 5.299], [1.162, 6.334, 5.415], [1.955, 7.185, 4.131], [-0.667, 5.944, 4.090], [-0.723, 6.521, 1.654], [1.504, 8.035, 1.934], [1.214, 7.228, 0.433], [3.315, 6.465, 0.671], [3.415, 6.762, 2.381], [-1.343, -0.045, -1.488], [-2.630, 0.253, -0.282], [-0.959, -0.104, 0.258], [1.199, -0.046, 2.413], [1.239, -1.078, 1.365], [1.859, -0.928, 0.180], [1.881, -1.846, -0.637], [0.459, -0.401, 3.136], [0.878, 0.926, 1.991], [2.179, 0.051, 2.901]],
  "forces_ev_per_angstrom": [[1.094, 1.059, 1.269], [0.222, -0.546, -0.144], [0.204, -0.129, -0.033], [-0.235, 0.355, -0.238], [-0.390, -0.016, -0.606], [0.015, -0.238, 0.304], [0.426, 0.207, 0.162], [-0.187, -0.317, 0.130], [0.067, 0.594, 0.170], [-0.054, 0.078, -0.415], [0.250, -0.262, -0.076], [-0.222, -0.119, 0.190], [0.111, -0.274, -0.044], [-0.123, -0.061, -0.075], [-0.029, -0.124, 0.275], [0.049, 0.241, 0.078], [-0.803, -0.352, -0.186], [0.118, 0.174, 0.072], [-0.045, -0.382, -0.143], [-0.235, 0.067, -0.534], [-0.296, -0.220, -0.190], [-0.224, -0.017, 0.178], [0.069, -0.243, 0.002], [0.210, 0.208, -0.063], [-2.235, -3.672, -0.094], [0.817, 0.148, 0.461], [0.573, 0.451, -0.903], [0.870, 0.214, 0.960], [0.172, 0.804, 1.218], [-0.529, 0.689, -0.410], [0.428, 0.948, 0.398], [0.181, 0.864, -0.425], [0.788, 0.826, -0.695], [-0.202, -0.442, -0.149], [-0.114, 0.027, 0.217], [-0.151, 0.138, -0.032], [-0.307, -0.024, 0.049], [-0.008, 0.126, -0.407], [0.199, -0.034, -0.381], [-0.161, -0.381, -0.160], [0.113, -0.112, -0.252], [0.047, -0.144, 0.220], [0.006, -0.259, 0.013], [-0.052, -0.252, 0.279], [-0.108, 0.029, 0.349], [-0.270, -0.197, -0.077], [-0.139, 0.113, 0.282], [0.352, -0.012, -0.101], [-0.202, 0.317, -0.196], [0.210, -0.108, -0.441], [0.478, 0.773, -0.413], [-0.576, -2.393, -0.953], [-0.090, 2.274, 1.831], [0.203, 0.061, -0.259], [0.111, -0.349, 0.170], [-0.394, -0.107, -0.182]],
  "mulliken_spin": [-0.03, -0.01, -0.16, 0.01, 0.23, 0.00, 0.00, 0.00, -0.05, 0.00, 0.03, 0.00, 0.00, 0.00, 0.00, 0.00, 0.07, 0.00, 0.01, 0.03, 0.01, 0.00, 0.00, 0.00, 2.10, -0.04, 0.05, -0.01, 0.05, -0.11, -0.04, 0.03, 0.04, 0.00, -0.04, 0.00, 0.00, -0.01, 0.00, -0.01, 0.00, -0.03, 0.00, -0.01, 0.01, -0.01, 0.00, 0.00, 0.00, -0.14, 0.00, 0.00, 0.00, 0.00, 0.08, 0.00]
}

Record 2
{
  "formula": "C18H28N4NbO5Tl",
  "method": "ωB97M-V/def2-TZVPD",
  "mol_weight_da": 677.7,
  "fmax_ha_per_bohr": 0.1541,
  "spin_multiplicity": 1,
  "de_lowest_kcal_mol": 73.29,
  "e_lumo_ev": -9.162,
  "charge": 2,
  "symbols": ["N", "C", "O", "Tl", "Nb", "N", "N", "C", "C", "C", "C", "C", "C", "C", "C", "H", "H", "H", "H", "H", "H", "H", "H", "H", "H", "H", "H", "H", "H", "H", "H", "H", "H", "C", "H", "H", "H", "C", "H", "H", "H", "O", "C", "O", "C", "C", "C", "C", "C", "C", "N", "O", "O", "H", "H", "H", "H"],
  "coordinates": [[1.770, -0.648, -0.910], [2.919, -1.042, -0.690], [3.957, -1.161, -1.419], [2.872, 0.057, -3.406], [-0.086, -0.061, -0.840], [-0.968, -1.678, -1.621], [-0.172, 1.670, -1.910], [-0.396, -3.066, -1.841], [0.394, 3.021, -1.466], [0.753, -2.884, -2.807], [-1.398, -4.082, -2.413], [0.059, -3.676, -0.541], [0.418, 4.029, -2.624], [-0.569, 3.560, -0.422], [1.811, 2.842, -0.923], [0.414, -2.404, -3.726], [1.276, -3.826, -3.041], [1.528, -2.244, -2.385], [-2.289, -4.152, -1.778], [-0.919, -5.081, -2.397], [-1.653, -3.872, -3.459], [0.809, -3.110, 0.005], [0.473, -4.667, -0.752], [-0.773, -3.810, 0.147], [0.995, 3.675, -3.482], [0.871, 4.961, -2.263], [-0.605, 4.294, -2.918], [-1.568, 3.701, -0.866], [-0.184, 4.531, -0.101], [-0.662, 2.915, 0.462], [1.914, 1.985, -0.236], [2.128, 3.751, -0.381], [2.531, 2.748, -1.750], [-1.141, 1.724, -3.032], [-1.103, 0.877, -3.740], [-2.123, 1.773, -2.559], [-1.075, 2.601, -3.701], [-2.345, -1.366, -2.086], [-3.041, -2.156, -1.774], [-2.662, -0.455, -1.573], [-2.496, -1.189, -3.174], [0.726, -1.586, 1.493], [0.187, -0.559, 1.910], [-0.318, 0.377, 1.087], [0.058, -0.178, 3.306], [-0.646, 0.982, 3.736], [-0.677, 1.292, 5.086], [-0.042, 0.421, 6.016], [0.690, -0.715, 5.581], [0.729, -1.000, 4.235], [-0.166, 0.676, 7.388], [-0.819, 1.676, 7.771], [0.381, -0.108, 8.201], [-1.105, 1.644, 3.011], [-1.177, 2.180, 5.452], [1.212, -1.361, 6.288], [1.299, -1.823, 3.833]],
  "forces_ev_per_angstrom": [[1.579, -0.255, 2.585], [2.201, 1.220, -7.515], [-2.952, -0.479, 5.156], [0.172, 0.163, -0.525], [-1.313, -0.179, -0.457], [0.408, 1.921, 0.324], [0.505, -2.020, 0.177], [-0.149, -0.340, -0.107], [-0.286, -0.123, -0.152], [0.869, -0.288, -0.506], [-0.055, 0.070, -0.299], [0.545, -0.281, 0.726], [-0.117, 0.126, 0.245], [-0.208, 0.194, 0.351], [0.225, 0.116, 0.106], [-0.105, -0.205, -0.214], [-0.488, 0.222, -0.027], [-0.067, -0.136, 0.072], [0.121, -0.022, -0.291], [-0.206, 0.619, -0.019], [-0.216, 0.023, 0.261], [0.030, 0.025, -0.241], [-0.047, 0.166, 0.057], [-0.148, -0.018, -0.004], [-0.098, 0.048, 0.004], [0.031, -0.306, -0.048], [0.387, 0.010, -0.087], [0.325, 0.008, 0.226], [-0.267, -0.016, 0.105], [0.109, 0.109, -0.209], [-0.023, 0.319, -0.117], [-0.236, -0.424, -0.122], [-0.145, -0.198, 0.159], [-0.689, 0.052, -0.273], [0.129, -0.029, 0.665], [-0.277, -0.029, -0.455], [0.326, -0.388, 0.686], [-0.043, -0.161, -0.053], [0.219, 0.310, 0.041], [-0.308, 0.295, 0.074], [0.561, -0.263, 0.597], [-0.866, 1.578, -0.117], [0.329, -0.778, 0.779], [-0.013, -0.294, -2.377], [0.014, 0.256, 1.470], [0.820, -0.780, -0.150], [0.466, -0.821, 0.752], [0.153, -0.675, -3.373], [-0.451, 0.655, 0.735], [-0.394, 0.724, -0.694], [-0.280, 0.972, 5.178], [1.225, -1.912, -1.329], [-0.962, 1.338, -2.081], [-0.046, -0.123, 0.135], [-0.003, -0.155, 0.021], [-0.294, 0.365, -0.059], [0.003, -0.206, 0.214]],
  "nbo_charge": [-0.85, 0.91, -0.55, 0.99, 2.19, -0.64, -0.66, 0.11, 0.12, -0.61, -0.63, -0.63, -0.63, -0.63, -0.62, 0.21, 0.26, 0.17, 0.23, 0.25, 0.22, 0.23, 0.24, 0.23, 0.21, 0.26, 0.23, 0.23, 0.25, 0.22, 0.20, 0.27, 0.20, -0.47, 0.22, 0.22, 0.26, -0.44, 0.26, 0.20, 0.23, -0.60, 0.77, -0.76, -0.12, -0.18, -0.16, 0.09, -0.17, -0.15, 0.47, -0.34, -0.33, 0.23, 0.27, 0.28, 0.24]
}

Question: What is the formula in the second record?
Answer: C18H28N4NbO5Tl